1.
C20H44N4O16S4 | wB97M-V/def2-TZVPD

Each line ends with the Mulliken charge.
Atoms and positions in Å:
1 C -4.9372 -0.9212 -0.5596  -0.494
2 N -3.9339 -1.4479 -1.5352  0.846
3 O -3.0671 -2.2073 -1.1444  -0.516
4 O -4.0004 -1.0472 -2.7451  -0.475
5 H -5.4843 -1.8388 -0.2766  0.312
6 H -5.6263 -0.2848 -1.0899  0.248
7 H -4.4421 -0.4652 0.3102  0.123
8 C 2.0872 3.3941 0.2178  -0.272
9 N 1.1537 3.5336 -0.9935  1.021
10 O 0.3119 4.4363 -1.0459  -0.602
11 O 1.3237 2.7522 -1.9222  -0.582
12 H 2.6384 4.3301 0.1363  0.406
13 H 2.7435 2.5520 0.0998  -0.166
14 H 1.4725 3.3256 1.1164  0.193
15 C -4.1947 1.4327 -5.0529  -0.701
16 N -4.7194 1.7909 -3.6520  0.802
17 O -5.9315 1.7781 -3.4873  -0.557
18 O -3.8853 1.8679 -2.8025  -0.356
19 H -4.8228 1.8300 -5.8392  0.287
20 H -4.3248 0.3766 -5.0271  0.282
21 H -3.1955 1.8142 -5.2141  0.272
22 C 0.1663 -0.3996 -0.9919  -0.315
23 N 1.2429 -0.6691 0.0074  0.852
24 O 1.1865 -1.7013 0.6646  -0.532
25 O 2.1016 0.2479 0.1231  -0.376
26 H 0.1147 -1.3925 -1.5054  0.234
27 H 0.4547 0.4350 -1.6559  0.196
28 H -0.7948 -0.1525 -0.4812  -0.071
29 O -2.8730 0.5941 1.5429  -0.817
30 S -2.2381 1.9007 1.4793  1.202
31 O -0.7971 2.0265 1.4062  -0.457
32 C -2.9035 2.9152 0.1789  -0.940
33 C -2.6335 4.3417 0.7158  -0.517
34 C -3.2562 4.3167 2.0937  -0.714
35 C -2.8648 2.9748 2.8412  -0.758
36 H -3.9820 2.7129 0.1631  0.375
37 H -2.5080 2.6801 -0.8118  0.527
38 H -1.5442 4.5404 0.7262  0.203
39 H -3.1645 5.0174 0.0999  0.421
40 H -4.3234 4.2913 1.9992  0.315
41 H -2.9805 5.1680 2.7515  0.362
42 H -3.7478 2.5171 3.2487  0.401
43 H -2.0292 3.1440 3.5079  0.340
44 O 4.5743 2.6777 2.0819  -0.586
45 S 5.6772 1.7275 2.1195  1.121
46 O 7.0155 2.1645 2.4506  -0.693
47 C 5.1921 0.2374 3.1302  -0.275
48 C 4.8720 -0.8179 2.0903  -0.197
49 C 5.8711 -0.7149 0.9414  -0.887
50 C 5.8376 0.8076 0.5524  -0.523
51 H 4.3204 0.4202 3.7423  -0.052
52 H 6.0958 0.0172 3.7468  0.433
53 H 4.9539 -1.7966 2.5234  0.504
54 H 3.8843 -0.6060 1.6539  -0.055
55 H 5.5974 -1.3645 0.0996  0.383
56 H 6.8817 -0.9714 1.2673  0.355
57 H 4.9345 0.9734 -0.0254  0.083
58 H 6.7371 1.1832 0.0224  0.459
59 O 1.6342 0.1259 7.3423  -0.696
60 S 1.6711 0.2789 5.9321  1.093
61 O 2.7170 1.0529 5.3163  -0.661
62 C 1.6767 -1.3404 5.1628  -0.788
63 C 0.5713 -1.2120 4.0898  0.112
64 C -0.5889 -0.4268 4.7657  -0.740
65 C 0.0797 0.8274 5.2442  -0.600
66 H 1.3241 -1.9677 5.9897  0.347
67 H 2.6799 -1.5892 4.7830  0.330
68 H 0.9301 -0.6987 3.1712  -0.170
69 H 0.1481 -2.2280 3.8011  0.394
70 H -0.8823 -1.0251 5.5838  0.440
71 H -1.4322 -0.1282 4.1322  0.167
72 H -0.4458 1.4198 5.9723  0.527
73 H 0.3116 1.4842 4.3969  0.182
74 O -1.5630 -3.5311 -7.1301  -0.639
75 S -1.0874 -4.8149 -6.5926  1.069
76 O -1.4112 -6.0080 -7.3965  -0.647
77 C 0.7657 -4.6972 -6.1855  -0.645
78 C 0.8616 -4.9186 -4.7207  -0.760
79 C -0.4209 -4.2978 -4.1193  -0.428
80 C -1.6146 -4.8919 -4.8660  -0.650
81 H 1.1488 -3.7336 -6.5046  0.348
82 H 1.2217 -5.4644 -6.8387  0.383
83 H 0.8763 -5.9503 -4.4657  0.329
84 H 1.7898 -4.5711 -4.3001  0.365
85 H -0.4350 -3.2166 -4.2017  0.239
86 H -0.4731 -4.5515 -3.0610  0.318
87 H -2.5815 -4.3956 -4.7677  0.399
88 H -1.7089 -5.9789 -4.5261  0.311

Summary:
SMILES: C[N+](=O)[O-].C[N+](=O)[O-].C[N+](=O)[O-].C[N+](=O)[O-].O=S1(=O)CCCC1.O=S1(=O)CCCC1.O=S1(=O)CCCC1.O=S1(=O)CCCC1
E_LUMO (eV): -0.30
HOMO energy (eV): -10.029
Calculated total energy (Eh): -3803.61374

2.
C20H44N7OSiZn | wB97M-V/def2-TZVPD

Each line ends with the Mulliken charge.
Atoms and positions in Å:
1 Zn -0.7585 -0.7561 -0.8030  0.743
2 N -0.5085 -1.8500 1.0340  -0.523
3 C -0.8167 -3.2894 0.8074  -0.720
4 C 0.1311 -3.8320 -0.2349  -1.020
5 N -0.0329 -3.0702 -1.4974  0.602
6 C -1.1675 -3.6067 -2.2672  -1.086
7 C -2.1045 -2.5102 -2.8778  -0.575
8 N -2.5445 -1.6446 -1.7736  -0.560
9 C 1.2227 -2.8603 -2.2771  -0.921
10 C 1.2774 -1.4674 -2.9530  -0.722
11 N 0.9294 -0.3720 -1.9997  -0.439
12 H 0.4692 -1.7890 1.3046  0.167
13 H -1.0943 -1.4558 1.7919  0.274
14 H -1.8476 -3.2661 0.5604  0.416
15 H -0.7560 -3.9233 1.7438  0.449
16 H 0.0189 -4.8820 -0.3087  0.395
17 H 1.1143 -3.6509 0.1630  0.509
18 H -1.7379 -4.1772 -1.5591  0.450
19 H -0.8893 -4.3279 -3.0780  0.275
20 H -2.9648 -3.0591 -3.3359  0.464
21 H -1.5014 -1.9784 -3.6306  0.211
22 H -3.1548 -2.0645 -1.0100  0.302
23 H -3.0209 -0.7921 -2.0114  -0.136
24 H 1.4894 -3.6252 -3.0250  0.329
25 H 2.0576 -2.8857 -1.5637  0.411
26 H 0.5329 -1.4332 -3.7307  0.373
27 H 2.3391 -1.2798 -3.2894  0.482
28 H 0.8152 0.4782 -2.5129  0.253
29 H 1.6892 -0.2180 -1.3413  0.212
30 C -4.2911 1.6850 -1.3932  -1.179
31 Si -2.4562 2.0474 -1.0059  0.050
32 C -2.2957 3.7713 -0.2982  -1.207
33 C -1.5671 1.8309 -2.6766  -0.785
34 N -1.5636 0.9362 -0.0819  1.583
35 C -2.0446 0.8374 1.2717  -0.843
36 C -3.2336 0.1523 1.6024  0.247
37 C -3.8168 0.1165 2.8272  -1.126
38 C -3.1948 0.8187 3.8919  -0.312
39 C -2.0004 1.4453 3.6770  -0.559
40 C -1.3865 1.4412 2.3612  -0.094
41 H -4.7923 2.3286 -2.1017  0.443
42 H -4.8544 1.6983 -0.4367  0.307
43 H -4.3238 0.6516 -1.8252  0.319
44 H -2.2397 4.6359 -1.0039  0.393
45 H -1.4532 3.9069 0.3871  0.294
46 H -3.1891 3.9818 0.2621  0.343
47 H -0.5164 1.9306 -2.5102  -0.046
48 H -1.8780 2.5698 -3.3803  0.553
49 H -1.7607 0.7937 -3.0939  0.157
50 H -3.6612 -0.3140 0.7653  0.533
51 H -4.7849 -0.2073 3.0046  0.466
52 H -3.6160 0.8573 4.9336  0.320
53 H -1.5266 2.0501 4.5161  0.301
54 H -0.5167 2.0612 2.2078  0.427
55 C 4.8640 2.6396 0.5206  -1.260
56 N 3.5941 1.9911 0.4677  0.199
57 C 2.7565 2.6658 -0.5234  -0.814
58 C 3.3345 0.7666 1.0439  0.662
59 O 2.5491 -0.0112 0.4794  -0.739
60 N 3.8929 0.4981 2.2262  0.093
61 C 4.0309 -0.9263 2.5577  -1.022
62 C 4.2096 1.4895 3.2313  -1.124
63 H 5.3898 2.7666 -0.4377  0.390
64 H 5.6024 2.1774 1.1390  0.388
65 H 4.8147 3.6870 0.9310  0.362
66 H 2.4580 3.6782 -0.1941  0.356
67 H 1.7943 2.1614 -0.6266  -0.004
68 H 3.3540 2.8215 -1.4517  0.330
69 H 5.1075 -1.2023 2.7339  0.338
70 H 3.7275 -1.4022 1.6886  0.264
71 H 3.4746 -1.2035 3.4779  0.308
72 H 3.7364 2.3998 2.9140  0.370
73 H 5.2662 1.4796 3.4276  0.333
74 H 3.8206 1.0853 4.1692  0.372

Summary:
Charge: +1
E_LUMO (eV): -1.98
HOMO energy (eV): -10.431
Calculated total energy (Eh): -3315.70366

3.
C20H45BFN2O11P | wB97M-V/def2-TZVPD

Each line ends with the Mulliken charge.
Atoms and positions in Å:
1 C 4.3722 -4.6916 -1.1105  -0.915
2 C 3.3526 -5.6703 -1.7256  -0.456
3 B 2.8329 -5.3291 -3.1544  0.406
4 O 2.9724 -6.2393 -4.1703  -0.443
5 P 1.8825 -3.6404 -3.6206  1.023
6 F 1.5508 -3.4541 -1.9451  -0.418
7 C 2.5396 -1.9333 -3.6280  -1.137
8 C 3.9830 -1.7610 -3.1155  -0.174
9 C 4.1676 -1.3405 -1.6744  0.111
10 O 5.2195 -1.4649 -1.0982  -0.563
11 O 3.0738 -0.8340 -1.0180  -0.327
12 N 0.3032 -3.8861 -3.9797  -0.602
13 C -0.7252 -3.5047 -3.3190  0.727
14 C -1.0147 -2.0682 -3.0065  -0.989
15 C -1.7583 -4.4937 -2.8671  -1.338
16 O 2.2236 -3.8755 -5.3737  -0.484
17 N 3.4895 -3.5568 -5.7103  0.243
18 O 3.7344 -3.8043 -6.8369  -0.487
19 H 4.9394 -5.2134 -0.3384  0.431
20 H 5.1011 -4.3246 -1.8294  0.295
21 H 3.8667 -3.8704 -0.6101  0.080
22 H 2.5042 -5.7614 -1.0415  0.322
23 H 3.8050 -6.6634 -1.7815  0.363
24 H 2.1198 -6.5860 -4.4612  0.319
25 H 1.8814 -1.3788 -2.9609  0.481
26 H 2.4229 -1.4886 -4.6136  0.588
27 H 4.5778 -2.6502 -3.3037  0.199
28 H 4.4527 -0.9722 -3.7100  0.470
29 H 2.8395 0.0404 -1.3502  0.322
30 H -0.4953 -1.4115 -3.6995  0.354
31 H -0.6967 -1.8626 -1.9807  -0.039
32 H -2.0877 -1.8882 -3.0631  0.584
33 H -1.2715 -5.3802 -2.4694  0.338
34 H -2.4205 -4.7567 -3.6950  0.318
35 H -2.3858 -4.0509 -2.0932  0.372
36 C -1.7479 0.1128 0.1691  -0.751
37 O -1.0819 -0.8712 0.9295  -0.407
38 C 0.3343 -0.8873 0.8422  0.134
39 C 1.0335 -0.7184 2.1748  -0.497
40 O 0.7842 0.4954 2.8580  -0.486
41 C -0.4926 0.7545 3.4051  0.419
42 C -0.9630 -0.1391 4.5342  -0.796
43 O -1.1421 -1.4901 4.1622  -0.307
44 C -0.4450 -2.4464 4.9303  -0.807
45 H -2.0939 -0.2917 -0.7865  0.196
46 H -2.6215 0.4463 0.7318  0.300
47 H -1.1134 0.9839 -0.0206  0.356
48 H 0.6879 -0.1172 0.1476  0.258
49 H 0.6444 -1.8578 0.4366  0.133
50 H 2.1024 -0.7003 1.9486  0.468
51 H 0.8706 -1.5838 2.8198  0.065
52 H -1.2493 0.8172 2.6189  -0.201
53 H -0.4100 1.7587 3.8315  0.311
54 H -1.9338 0.2539 4.8622  0.385
55 H -0.2708 -0.0551 5.3791  0.365
56 H 0.4478 -2.0225 5.3976  0.387
57 H -0.1331 -3.2543 4.2665  0.240
58 H -1.0900 -2.8677 5.7075  0.264
59 C -0.2740 4.1124 1.6931  -0.747
60 O -1.6588 4.2432 1.4442  -0.267
61 C -2.5130 4.0065 2.5434  -0.146
62 C -3.4455 5.1592 2.8610  -0.433
63 O -2.8369 6.3803 3.2282  -0.458
64 C -2.1064 7.1305 2.2773  -0.201
65 C -2.8894 7.7123 1.1180  -0.484
66 O -3.4576 6.7422 0.2612  -0.299
67 C -4.8479 6.8391 0.0456  -0.804
68 H 0.0746 3.1174 1.3981  0.057
69 H 0.2537 4.8570 1.0949  0.276
70 H -0.0275 4.2816 2.7448  0.452
71 H -1.9338 3.7492 3.4368  0.231
72 H -3.1480 3.1429 2.3042  0.260
73 H -4.0062 4.8541 3.7489  0.426
74 H -4.1812 5.3002 2.0664  0.112
75 H -1.2322 6.5812 1.9210  0.002
76 H -1.7282 7.9878 2.8408  0.409
77 H -2.1831 8.3122 0.5307  0.378
78 H -3.6585 8.3915 1.5014  0.339
79 H -5.3557 7.3403 0.8740  0.397
80 H -5.2504 5.8285 -0.0418  0.235
81 H -5.0624 7.3770 -0.8830  0.261

Summary:
SMILES: CCB(O)P(F)(CCC(=O)O)(N=C(C)C)ON=O.COCCOCCOC.COCCOCCOC
E_LUMO (eV): -0.14
HOMO energy (eV): -9.176
Calculated total energy (Eh): -2192.09907